Entry 1:
{
  "formula": "C2H5N",
  "method": "ωB97M-V with the def2-TZVPD basis set",
  "e_homo_ev": -9.7,
  "largest_force_ha_per_bohr": 0.1125,
  "lumo_energy_ev": 1.2,
  "homo_lumo_gap_ha": 0.40160,
  "species": ["H", "N", "C", "C", "H", "H", "H", "H"],
  "xyz": [[-2.033869, -1.185044, 0.105438], [-1.397675, -0.477446, 0.436369], [-0.427679, -0.429147, -0.382188], [0.948840, 0.702122, 0.142205], [-0.271683, -1.147063, -1.167130], [0.353934, 1.567554, -0.073139], [1.852761, 0.369177, -0.266845], [0.975370, 0.599847, 1.205291]],
  "atomic_forces_ev_per_a": [[-0.669, -0.366, -0.016], [0.884, 0.419, -0.970], [2.677, 1.714, 3.360], [-5.001, -2.862, -0.497], [0.124, 0.001, -0.750], [0.977, 1.033, -0.612], [1.126, 0.354, -1.188], [-0.118, -0.293, 0.673]]
}



Entry 2:
{
  "formula": "C2H5N2O",
  "method": "ωB97M-V with the def2-TZVPD basis set",
  "total_charge": 1,
  "e_homo_ev": -14.4,
  "largest_force_ha_per_bohr": 0.0746,
  "lumo_energy_ev": -6.0,
  "homo_lumo_gap_ha": 0.30828,
  "species": ["C", "N", "C", "N", "O", "H", "H", "H", "H", "H"],
  "xyz": [[-1.025575, -0.942192, -0.515254], [0.110361, -0.424168, -0.493738], [0.448114, 0.868755, -0.050890], [0.803027, 0.952100, 1.377221], [0.506564, 0.102641, 2.139397], [-1.906410, -0.390515, -0.637396], [-1.027161, -1.991232, -0.651625], [0.808171, -1.128878, -0.292166], [-0.164221, 1.766533, -0.381260], [1.447130, 1.186954, -0.494289]],
  "atomic_forces_ev_per_a": [[-0.953, -1.009, -1.220], [0.871, -0.274, 1.316], [2.151, 2.666, -1.721], [0.076, 1.422, 1.535], [-0.330, -0.616, -0.919], [-1.206, 0.951, 0.237], [-0.437, -1.045, 0.206], [0.857, 0.087, -0.461], [-0.029, -1.470, 0.733], [-1.001, -0.713, 0.293]]
}



Entry 3:
{
  "formula": "C2H5N2O2",
  "method": "ωB97M-V with the def2-TZVPD basis set",
  "total_charge": -1,
  "e_homo_ev": -4.7,
  "largest_force_ha_per_bohr": 0.0207,
  "lumo_energy_ev": 4.2,
  "homo_lumo_gap_ha": 0.32964,
  "species": ["N", "C", "N", "H", "H", "H", "H", "O", "C", "O", "H"],
  "xyz": [[-0.835965, 0.203622, 0.008116], [-1.844943, -0.499724, 0.529540], [-2.984764, -0.086092, 0.966431], [-0.832612, 1.205977, 0.105556], [0.069638, -0.300499, 0.060432], [-1.603122, -1.571763, 0.610425], [-3.397598, -0.813289, 1.536776], [1.642490, -0.879283, -0.354626], [2.248598, 0.153853, -0.737795], [1.953863, 1.333045, -0.505126], [3.121032, -0.049199, -1.400611]],
  "atomic_forces_ev_per_a": [[-0.393, -0.436, 0.143], [-0.272, -0.665, 0.788], [0.277, 0.745, 0.142], [0.072, -0.031, -0.044], [0.249, 0.598, -0.630], [0.196, 0.150, -0.052], [-0.296, -0.253, -0.438], [0.143, -0.395, 0.188], [-0.423, -0.182, -0.071], [0.187, 0.372, 0.021], [0.261, 0.096, -0.047]]
}



Entry 4:
{
  "formula": "C2H5N2O2",
  "method": "ωB97M-V with the def2-TZVPD basis set",
  "total_charge": -1,
  "e_homo_ev": -4.3,
  "largest_force_ha_per_bohr": 0.0543,
  "lumo_energy_ev": 3.9,
  "homo_lumo_gap_ha": 0.30009,
  "species": ["N", "C", "N", "H", "H", "H", "H", "O", "C", "O", "H"],
  "xyz": [[0.254901, 1.071856, -0.349593], [-0.150823, 0.483953, -1.534675], [-1.333425, 0.666869, -1.973811], [-0.515500, 1.666963, -0.037011], [0.560726, 0.569105, 0.488272], [0.644337, -0.040418, -2.065257], [-1.348126, 0.456537, -2.961950], [-0.382211, -1.341565, 3.021874], [0.408933, -1.177537, 2.096980], [1.510538, -0.531391, 2.146358], [0.350649, -1.824370, 1.168817]],
  "atomic_forces_ev_per_a": [[-1.172, 0.603, 0.378], [0.335, 0.174, 1.044], [0.287, 0.614, -0.376], [0.202, -0.143, -0.124], [0.836, -0.558, -0.523], [-0.026, -0.159, -0.068], [-0.257, -0.540, -0.229], [-1.137, -0.033, -0.086], [2.633, -0.523, 0.771], [-1.034, 0.252, -0.789], [-0.667, 0.313, 0.002]]
}



Entry 5:
{
  "formula": "C2H5N2O2S",
  "method": "ωB97M-V with the def2-TZVPD basis set",
  "total_charge": -1,
  "e_homo_ev": -3.4,
  "largest_force_ha_per_bohr": 0.0679,
  "lumo_energy_ev": 4.1,
  "homo_lumo_gap_ha": 0.27624,
  "species": ["C", "C", "N", "N", "O", "O", "S", "H", "H", "H", "H", "H"],
  "xyz": [[-0.795010, 1.146779, -0.498604], [-0.258372, 0.007614, 0.292162], [-0.651711, -2.180841, 0.559878], [-0.610305, -1.235335, -0.265474], [2.485626, -0.089788, 1.271822], [1.959779, 1.367750, -0.636176], [1.882737, -0.020607, -0.097170], [-1.593662, 0.827161, -1.158418], [-1.229501, 1.805961, 0.203478], [-0.009217, 1.565698, -1.149672], [-0.268000, 0.037820, 1.321296], [-0.912362, -3.232212, 0.156878]],
  "atomic_forces_ev_per_a": [[0.130, -0.571, -0.746], [1.162, -1.289, -2.975], [-0.491, -1.890, 0.001], [-0.475, -1.545, 0.360], [-0.686, -0.257, -0.899], [0.361, -0.621, -0.259], [0.072, 1.099, 1.223], [-0.290, -0.278, -0.108], [-0.234, 1.425, 0.435], [-0.284, 0.401, 0.608], [-0.049, 0.122, 2.346], [0.785, 3.404, 0.014]]
}



Entry 6:
{
  "formula": "C2H5N2O2S",
  "method": "ωB97M-V with the def2-TZVPD basis set",
  "total_charge": -1,
  "e_homo_ev": [-3.8, -3.8],
  "largest_force_ha_per_bohr": 0.0675,
  "lumo_energy_ev": [3.9, 3.9],
  "homo_lumo_gap_ha": [0.28519, 0.28521],
  "species": ["C", "C", "N", "N", "O", "O", "S", "H", "H", "H", "H", "H"],
  "xyz": [[-0.866605, 1.451095, -0.846752], [-1.164759, 0.222312, 0.022864], [-0.509555, 1.210750, 0.576304], [1.935956, -0.205364, 0.366161], [1.087218, -2.270947, -0.721882], [0.452409, -1.977336, 1.709906], [0.919645, -1.339695, 0.432275], [-0.002245, 1.438461, -1.603556], [-1.516706, 2.359447, -1.214417], [-2.044031, -0.308192, 0.271101], [-0.420026, -0.789211, -0.231826], [2.128700, 0.208678, 1.239823]],
  "atomic_forces_ev_per_a": [[1.019, 0.352, -0.811], [0.629, 2.819, -1.572], [-0.878, 1.327, 0.031], [-0.539, -0.835, -0.607], [0.172, 0.612, 1.497], [0.969, 1.575, -1.799], [-0.595, -3.144, -1.349], [-1.027, -0.656, 1.142], [0.394, -1.857, 1.339], [-0.924, -0.552, 0.526], [0.912, -0.325, 0.374], [-0.132, 0.685, 1.229]]
}



Entry 7:
{
  "formula": "C2H5N2O2S",
  "method": "ωB97M-V with the def2-TZVPD basis set",
  "total_charge": 1,
  "e_homo_ev": [-13.7, -13.7],
  "largest_force_ha_per_bohr": 0.1455,
  "lumo_energy_ev": [-6.5, -6.5],
  "homo_lumo_gap_ha": [0.26478, 0.26472],
  "species": ["C", "C", "N", "N", "O", "O", "S", "H", "H", "H", "H", "H"],
  "xyz": [[0.019158, 0.740664, 0.273808], [-0.523711, -0.169239, -0.595242], [1.175478, 0.369902, 0.714860], [-1.841724, 0.250929, -1.153145], [1.805006, -0.658561, 0.106285], [1.668825, 0.752207, 1.772008], [1.727142, -2.099353, 0.899778], [-0.475060, 1.693754, 0.607759], [-2.056966, 1.195453, -0.881911], [-2.568939, -0.397921, -0.807428], [-1.912522, 0.356189, -2.271058], [2.983312, -2.034022, 1.334287]],
  "atomic_forces_ev_per_a": [[-4.813, 1.958, -2.809], [0.228, -0.918, -1.013], [4.192, -0.690, 6.160], [-0.284, 0.966, -2.108], [0.142, 0.975, -1.732], [-0.792, -0.104, -2.476], [-0.071, -1.068, 0.487], [1.100, -0.909, 0.134], [-0.801, 0.802, 0.553], [0.248, 0.239, -0.472], [0.587, -1.167, 2.933], [0.265, -0.086, 0.344]]
}



Entry 8:
{
  "formula": "C2H5N2O3",
  "method": "ωB97M-V with the def2-TZVPD basis set",
  "total_charge": -1,
  "e_homo_ev": -4.1,
  "largest_force_ha_per_bohr": 0.0987,
  "lumo_energy_ev": 4.0,
  "homo_lumo_gap_ha": 0.30005,
  "species": ["C", "C", "O", "N", "N", "O", "O", "H", "H", "H", "H", "H"],
  "xyz": [[-0.594079, -0.020624, -0.342634], [0.882002, -0.044963, 0.055953], [1.120688, 0.521752, 1.412806], [1.518704, 0.717249, -0.953917], [1.559047, 0.368546, -2.141093], [1.067086, -0.748494, -2.418415], [1.901046, 1.171270, -3.003259], [-0.715858, 1.118281, -0.416791], [-1.318347, -0.477087, 0.314300], [-0.714384, -0.398017, -1.321274], [1.125861, -1.065533, 0.184346], [0.684868, 1.346648, 1.480616]],
  "atomic_forces_ev_per_a": [[0.039, 2.953, 1.089], [-1.428, 0.250, 0.260], [0.521, -2.012, -1.613], [1.973, 2.765, 3.773], [-1.971, -1.093, 0.075], [0.179, -1.869, -1.529], [1.049, 0.731, -1.458], [-0.736, -1.392, 0.154], [-0.064, -0.076, 0.542], [0.022, -0.511, -0.972], [1.098, -1.149, -0.051], [-0.682, 1.403, -0.271]]
}



Entry 9:
{
  "formula": "C2H5N2P",
  "method": "ωB97M-V with the def2-TZVPD basis set",
  "e_homo_ev": -8.7,
  "largest_force_ha_per_bohr": 0.0698,
  "lumo_energy_ev": 0.3,
  "homo_lumo_gap_ha": 0.32972,
  "species": ["H", "N", "C", "C", "N", "P", "H", "H", "H", "H"],
  "xyz": [[-0.000242, 2.735629, -2.246053], [-0.334406, 1.775607, -1.841483], [0.295886, 1.243207, -0.861562], [-0.209638, -0.217122, -0.504492], [0.247771, -0.708217, 0.523904], [-0.234465, -2.114474, 1.376270], [0.937165, 1.554182, -0.011140], [-1.074069, -0.479507, -1.122914], [0.999808, -2.317616, 2.032507], [-0.627809, -1.471689, 2.654965]],
  "atomic_forces_ev_per_a": [[-0.699, -1.923, 1.751], [2.085, 1.294, -0.527], [-2.035, -1.621, -0.180], [-0.650, 3.227, -1.432], [1.210, -0.336, 1.880], [-0.481, -0.213, 1.114], [0.327, 0.611, -1.069], [0.024, -0.640, -0.056], [0.219, -0.205, -0.260], [-0.002, -0.193, -1.221]]
}



Entry 10:
{
  "formula": "C2H5N2P",
  "method": "ωB97M-V with the def2-TZVPD basis set",
  "e_homo_ev": [-6.1, -10.1],
  "largest_force_ha_per_bohr": 0.0804,
  "lumo_energy_ev": [0.9, -2.1],
  "homo_lumo_gap_ha": [0.25772, 0.29265],
  "spin_multiplicity": 3,
  "species": ["C", "C", "N", "N", "P", "H", "H", "H", "H", "H"],
  "xyz": [[0.174212, 1.038744, 0.148944], [0.659464, -0.480667, -0.076297], [-1.216012, 1.212665, -0.080118], [-0.641073, -1.190767, 0.188299], [-2.017265, -0.221114, 0.039846], [0.484572, 1.517808, 1.079959], [0.677317, 1.777504, -0.665287], [1.094958, -0.884950, -1.037750], [1.502364, -0.765964, 0.732413], [-0.718534, -2.003258, -0.330011]],
  "atomic_forces_ev_per_a": [[1.870, 1.256, -3.464], [0.308, -0.455, 2.385], [2.067, 2.195, 0.211], [1.967, 1.893, 0.194], [-2.872, -2.483, 0.403], [0.053, -0.367, 0.328], [-0.666, -1.668, 1.638], [-0.612, 1.344, 0.624], [-2.039, 0.588, -1.522], [-0.076, -2.301, -0.797]]
}



In the order shown, the computed energy relative to the best compared isomer or geometry (same formula, charge and spin) values come out to 131.73; 425.13; 18.81; 77.04; 244.24; 495.58; 539.88; 591.22; 153.67; 38.78 kJ/mol.